116
Properties=species:S:1:pos:R:3:lowdin_charge:R:1 method="wB97M-V/def2-TZVPD" fmax_ha_per_bohr=0.026 homo_lumo_gap_ha="0.2139 / 0.2139" total_charge=+1 total_energy_ev=-284816.408
La 1.77 -0.40 1.82 1.78
C -6.89 -0.53 -9.21 -0.05
O -7.00 -1.29 -8.00 -0.05
C -5.97 -1.26 -7.15 -0.27
C -6.10 -2.05 -6.00 0.03
C -5.09 -2.10 -5.08 -0.01
C -3.91 -1.37 -5.27 -0.15
C -3.79 -0.58 -6.40 -0.01
C -4.80 -0.51 -7.34 0.01
C -2.82 -1.44 -4.29 -0.17
N -1.56 -1.32 -4.70 0.22
C -0.88 -1.71 -2.44 -0.03
C -2.11 -1.62 -2.00 -0.08
N -3.12 -1.63 -3.01 0.20
C -2.29 -1.45 -0.54 -0.07
C -3.30 -1.98 0.24 0.00
C -3.16 -1.96 1.63 -0.03
C -1.97 -1.52 2.17 -0.13
N -0.99 -0.98 1.43 0.03
C -1.19 -0.85 0.13 -0.18
C -0.26 -0.05 -0.74 -0.24
N 0.77 0.75 -0.13 -0.14
C 1.28 1.65 -0.98 -0.20
C 1.09 1.84 -2.34 -0.08
C 0.63 0.93 -3.35 -0.04
C 0.39 -0.39 -3.17 -0.08
H -7.80 -0.73 -9.77 0.10
H -6.03 -0.85 -9.79 0.10
H -6.82 0.54 -8.99 0.10
H -7.01 -2.63 -5.87 0.13
H -5.20 -2.75 -4.22 0.12
H -2.92 0.05 -6.55 0.12
H -4.69 0.13 -8.20 0.11
H -4.10 -1.61 -2.76 0.16
H -4.18 -2.43 -0.20 0.12
H -3.94 -2.33 2.27 0.11
H -1.79 -1.57 3.24 0.11
H 1.91 2.39 -0.50 0.08
H 1.46 2.78 -2.72 0.09
H 0.51 1.34 -4.35 0.11
N 2.88 -3.52 -1.51 0.21
C 1.93 -2.84 -2.28 -0.12
C 1.56 -3.16 -3.66 0.01
C 0.54 -2.64 -4.35 0.02
C -0.38 -1.53 -3.83 -0.24
C 0.28 -1.03 -1.80 -0.20
C 1.36 -1.96 -1.41 -0.12
N 1.89 -2.10 -0.16 0.05
C 2.82 -3.03 -0.25 -0.29
C 3.62 -3.45 0.90 -0.36
C 4.59 -4.39 0.95 -0.33
S 5.26 -4.44 2.52 1.08
C 4.19 -3.20 3.01 -0.48
N 3.39 -2.77 2.08 -0.03
H 3.55 -4.19 -1.84 0.17
H 2.15 -3.93 -4.15 0.11
H 0.36 -3.01 -5.35 0.11
H -1.43 -1.26 -5.70 0.15
H -0.91 0.63 -1.31 0.18
H 4.96 -5.03 0.16 0.09
H 4.20 -2.81 4.02 0.03
C 0.58 -4.32 2.05 -0.02
C 0.35 -3.69 3.40 -0.32
C -0.20 -4.50 4.43 -0.01
C -0.48 -3.95 5.63 -0.02
C -0.23 -2.58 5.86 -0.18
C -0.53 -1.90 7.06 -0.62
Br -1.30 -2.82 8.52 0.80
C -0.28 -0.57 7.19 -0.16
C 0.29 0.15 6.13 -0.60
Br 0.64 1.98 6.36 0.79
C 0.62 -0.46 4.94 -0.50
O 1.22 0.19 3.95 -0.73
C 0.35 -1.85 4.80 -0.16
N 0.65 -2.43 3.58 0.10
H -0.27 -4.96 1.79 0.09
H 1.47 -4.95 2.06 0.09
H 0.69 -3.56 1.28 0.04
H -0.41 -5.54 4.22 0.12
H -0.92 -4.55 6.43 0.08
H -0.52 -0.05 8.11 0.10
O 3.64 0.02 -0.96 -0.31
Cl 4.75 -0.16 -0.05 0.72
O 5.73 0.89 -0.21 -0.32
O 5.36 -1.45 -0.21 -0.29
O 4.18 -0.04 1.34 -0.65
I 3.63 0.12 4.45 0.57
I 6.30 -0.29 4.76 0.08
C 0.46 6.40 3.74 0.00
C -0.54 5.68 2.91 -0.27
C -1.43 6.27 2.07 0.02
C -2.27 5.42 1.32 -0.31
N -2.26 4.11 1.40 0.11
C -1.38 3.51 2.27 -0.81
S -1.26 1.86 2.51 0.66
N -0.55 4.34 2.98 0.09
C -3.23 6.01 0.33 -0.03
H 0.30 7.48 3.70 0.09
H 1.46 6.17 3.37 0.07
H 0.40 6.08 4.79 0.09
H -1.48 7.34 1.98 0.12
H 0.14 3.86 3.55 0.08
H -3.55 7.01 0.63 0.08
H -4.10 5.36 0.22 0.08
H -2.74 6.09 -0.64 0.09
S 2.34 2.65 2.32 0.62
C 3.55 3.66 1.74 -0.76
N 4.70 3.14 1.25 0.09
C 5.71 3.87 0.74 -0.04
C 5.61 5.22 0.73 -0.03
C 4.42 5.74 1.28 -0.11
N 3.44 5.02 1.76 0.07
H 4.81 2.13 1.25 0.09
H 6.55 3.31 0.36 0.14
H 6.39 5.85 0.33 0.11
H 4.28 6.82 1.32 0.12


105
Properties=species:S:1:pos:R:3:lowdin_charge:R:1 method="wB97M-V/def2-TZVPD" fmax_ha_per_bohr=0.076 homo_lumo_gap_ha=0.2535 total_charge=+1 total_energy_ev=-185383.754
Ti 0.56 0.43 0.57 1.12
C 4.76 -1.07 1.55 0.03
C 3.58 -0.62 0.77 -0.24
N 2.37 -0.69 1.27 -0.09
O 2.33 -1.36 2.47 -0.05
C 3.62 0.03 -0.50 -0.36
C 4.79 0.27 -1.36 -0.02
N 2.48 0.56 -0.90 -0.14
O 2.53 1.18 -2.02 -0.12
H 5.60 -1.52 1.01 0.10
H 4.67 -1.65 2.45 0.09
H 5.20 -0.10 1.76 0.11
H 1.55 -0.96 2.91 0.08
H 4.56 -0.20 -2.38 0.11
H 5.60 -0.21 -0.84 0.05
H 4.99 1.41 -1.50 0.13
S -5.07 2.38 1.64 1.07
C -6.67 2.92 1.73 -0.43
C -7.41 2.27 0.82 -0.22
C -6.71 1.34 -0.02 -0.10
C -5.39 1.28 0.35 -0.46
C -4.32 0.38 -0.07 -0.19
C -2.99 0.82 0.10 -0.06
N -1.96 0.06 -0.15 0.11
C -2.19 -1.10 -0.77 -0.13
C -3.50 -1.61 -1.09 -0.10
C -3.65 -2.82 -1.86 -0.03
C -2.64 -3.53 -2.37 -0.01
C -1.26 -3.03 -2.14 -0.07
C -0.12 -3.61 -2.77 0.05
C 1.12 -3.13 -2.48 -0.17
C 1.22 -2.03 -1.52 -0.03
N 0.15 -1.42 -0.97 0.08
C -1.05 -1.87 -1.28 -0.15
C 2.37 -3.70 -2.95 -0.53
C 2.42 -4.57 -4.02 -0.11
C 3.66 -5.28 -4.13 -0.15
C 4.56 -4.80 -3.22 -0.35
S 3.83 -3.64 -2.12 1.06
C -4.56 -0.83 -0.60 0.04
H -6.99 3.74 2.41 0.10
H -8.54 2.41 0.70 0.14
H -7.25 0.73 -0.74 0.12
H -2.72 1.75 0.55 0.09
H -4.70 -3.17 -2.06 0.14
H -2.66 -4.46 -2.95 0.13
H -0.31 -4.44 -3.40 0.12
H 2.19 -1.68 -1.32 0.05
H 1.60 -4.72 -4.67 0.10
H 3.78 -5.98 -5.00 0.13
H 5.56 -5.09 -3.05 0.06
H -5.54 -1.17 -0.76 0.12
C -1.41 3.83 2.43 -0.08
C -1.99 3.35 3.58 -0.08
C -2.01 1.98 3.77 -0.02
C -1.35 1.17 2.82 -0.22
C -0.64 1.70 1.71 -0.20
C -0.69 3.08 1.53 -0.08
C -1.42 -0.26 2.87 -0.20
C -2.61 -0.89 3.37 0.00
C -2.83 -2.20 3.31 0.03
C -1.84 -3.00 2.62 -0.15
C -2.09 -4.34 2.38 -0.02
C -1.14 -5.04 1.64 -0.05
C 0.09 -4.48 1.30 -0.07
C 0.33 -3.16 1.47 -0.04
C -0.66 -2.36 2.10 -0.15
N -0.45 -0.96 2.24 0.09
H -1.69 4.80 2.07 0.11
H -2.48 4.02 4.29 0.12
H -2.55 1.47 4.54 0.11
H -0.36 3.60 0.64 0.09
H -3.26 -0.24 3.88 0.09
H -3.80 -2.62 3.65 0.14
H -3.03 -4.68 2.81 0.12
H -1.24 -6.11 1.45 0.11
H 0.93 -5.10 0.95 0.13
H 1.23 -2.69 1.12 0.08
C -0.40 1.05 -3.58 -0.01
N 0.03 2.33 -3.12 -0.04
C 0.23 3.33 -3.97 -0.04
C 0.79 4.49 -3.57 0.02
C 1.08 4.54 -2.18 -0.36
N 0.86 3.55 -1.36 0.21
C 0.43 2.39 -1.79 -0.47
O 0.03 1.48 -1.05 -0.11
N 1.65 5.65 -1.68 0.18
H -0.55 1.05 -4.68 0.10
H -1.41 0.74 -3.18 0.12
H 0.38 0.33 -3.25 0.10
H 0.00 3.07 -5.02 0.15
H 0.99 5.32 -4.26 0.12
H 1.96 6.40 -2.27 0.11
H 2.08 5.64 -0.78 0.10
Br 5.07 4.26 4.05 0.74
C 3.94 3.21 2.94 -0.72
C 3.89 3.42 1.56 -0.10
C 2.91 2.72 0.82 -0.12
C 2.01 1.89 1.44 -0.19
C 2.08 1.81 2.85 -0.10
C 3.14 2.35 3.57 -0.17
H 4.64 4.01 1.06 0.09
H 3.14 2.80 -0.30 0.11
H 1.35 1.27 3.48 0.11
H 3.15 2.16 4.64 0.11


101
Properties=species:S:1:pos:R:3:lowdin_charge:R:1 method="wB97M-V/def2-TZVPD" fmax_ha_per_bohr=0.015 homo_lumo_gap_ha=0.2736 total_charge=+1 total_energy_ev=-103207.750
C -7.32 -7.51 -2.00 -0.08
C -8.45 -7.01 -2.90 -0.13
C -8.15 -6.86 -4.37 -0.47
O -8.93 -6.41 -5.17 0.13
O -6.90 -7.29 -4.75 -0.02
C -6.35 -6.65 -5.89 -0.21
C -5.04 -5.96 -5.49 -0.27
P -5.31 -4.53 -4.43 1.06
C -6.68 -3.46 -4.99 -0.85
Cl -5.89 -2.36 -6.12 0.65
C -7.51 -2.79 -3.85 -0.77
C -6.73 -2.40 -2.60 -0.13
Cl -8.28 -1.31 -4.48 0.67
H -6.66 -8.21 -2.51 0.08
H -6.72 -6.70 -1.58 0.06
H -7.74 -8.05 -1.15 0.08
H -8.79 -6.02 -2.58 0.12
H -9.31 -7.67 -2.84 0.14
H -6.11 -7.39 -6.65 0.15
H -7.06 -5.95 -6.34 0.11
H -4.51 -5.66 -6.39 0.11
H -4.41 -6.66 -4.92 0.11
H -4.16 -3.75 -4.45 0.05
H -5.45 -4.97 -3.11 0.04
H -7.37 -4.09 -5.57 0.07
H -8.35 -3.44 -3.61 0.10
H -6.16 -1.48 -2.76 0.07
H -7.46 -2.17 -1.81 0.10
H -6.09 -3.18 -2.20 0.05
C 0.57 1.85 2.02 -0.04
C -0.56 1.23 2.54 -0.04
C -1.53 0.73 1.68 0.00
C -1.38 0.87 0.31 -0.09
C -0.25 1.51 -0.21 -0.08
C 0.72 1.99 0.65 0.02
C -0.08 1.70 -1.67 -0.27
O 0.90 2.24 -2.13 0.12
C -1.16 1.20 -2.58 -0.07
C -1.05 1.40 -3.95 0.01
C -2.03 0.93 -4.80 -0.05
C -3.13 0.25 -4.28 -0.07
C -3.25 0.06 -2.92 -0.02
C -2.26 0.53 -2.06 -0.08
C -2.43 0.31 -0.59 -0.28
O -3.39 -0.30 -0.16 0.09
H 1.33 2.23 2.69 0.07
H -0.68 1.13 3.61 0.11
H -2.42 0.24 2.07 0.12
H 1.60 2.48 0.24 0.12
H -0.19 1.93 -4.34 0.12
H -1.95 1.09 -5.87 0.11
H -3.91 -0.12 -4.94 0.08
H -4.10 -0.46 -2.50 0.09
C 1.63 6.28 7.38 -0.06
C 2.25 7.52 7.34 -0.05
C 3.00 7.89 6.23 0.00
C 3.13 7.02 5.16 -0.08
C 2.52 5.76 5.21 -0.08
C 1.77 5.40 6.32 0.00
C 2.68 4.79 4.10 -0.26
O 2.14 3.70 4.13 0.07
C 3.52 5.19 2.94 -0.08
C 3.72 4.28 1.91 -0.01
C 4.48 4.63 0.81 -0.05
C 5.05 5.90 0.73 -0.04
C 4.86 6.81 1.76 0.00
C 4.10 6.46 2.87 -0.08
C 3.92 7.45 3.97 -0.28
O 4.41 8.55 3.91 0.11
H 1.05 6.00 8.25 0.11
H 2.16 8.21 8.17 0.11
H 3.48 8.86 6.18 0.12
H 1.29 4.43 6.35 0.12
H 3.27 3.30 1.98 0.09
H 4.64 3.91 0.02 0.11
H 5.65 6.17 -0.12 0.11
H 5.30 7.80 1.71 0.12
C 3.57 -1.61 4.46 -0.05
C 3.34 -0.26 4.23 -0.05
C 4.09 0.42 3.28 0.00
C 5.08 -0.26 2.57 -0.08
C 5.33 -1.60 2.83 -0.08
C 4.56 -2.28 3.77 0.00
C 6.44 -2.32 2.14 -0.28
O 6.65 -3.49 2.36 0.11
C 7.27 -1.55 1.17 -0.08
C 8.35 -2.18 0.56 0.00
C 9.12 -1.48 -0.35 -0.05
C 8.83 -0.16 -0.66 -0.05
C 7.76 0.47 -0.05 0.00
C 6.99 -0.21 0.88 -0.08
C 5.86 0.49 1.54 -0.27
O 5.56 1.63 1.26 0.10
H 2.97 -2.14 5.20 0.11
H 2.58 0.27 4.78 0.11
H 3.92 1.47 3.10 0.10
H 4.76 -3.33 3.96 0.12
H 8.56 -3.21 0.80 0.12
H 9.96 -1.98 -0.83 0.11
H 9.44 0.38 -1.37 0.11
H 7.53 1.50 -0.27 0.12


115
Properties=species:S:1:pos:R:3:lowdin_charge:R:1 method="wB97M-V/def2-TZVPD" fmax_ha_per_bohr=0.057 homo_lumo_gap_ha=0.1655 total_charge=-2 total_energy_ev=-242923.753
Cs 1.20 0.33 -0.18 1.28
C -1.31 4.76 -2.85 -0.12
N -0.81 4.08 -1.68 -0.25
C 0.51 4.56 -1.34 -0.12
C -1.69 4.16 -0.53 -0.21
C -3.04 3.45 -0.72 -0.26
N -2.89 2.03 -0.62 0.05
C -3.77 1.23 -1.15 -0.23
C -3.55 -0.19 -1.06 -0.15
F -2.46 -0.62 -0.35 0.04
C -4.37 -1.13 -1.61 -0.24
F -4.08 -2.45 -1.45 0.05
C -5.51 -0.79 -2.33 -0.01
C -5.80 0.56 -2.41 -0.25
F -6.93 0.94 -3.07 0.03
C -5.00 1.53 -1.84 -0.14
F -5.46 2.82 -1.95 0.01
H -2.23 4.29 -3.18 0.07
H -0.57 4.67 -3.65 0.08
H -1.50 5.84 -2.67 0.08
H 0.52 5.64 -1.13 0.09
H 1.19 4.36 -2.17 0.07
H 0.86 4.03 -0.45 0.05
H -1.90 5.22 -0.27 0.12
H -1.18 3.69 0.30 0.09
H -3.48 3.77 -1.67 0.09
H -3.71 3.81 0.08 0.11
H -6.14 -1.54 -2.78 0.10
N 3.63 1.62 -5.13 0.16
C 2.93 0.65 -5.81 -0.20
C 3.05 0.12 -7.08 -0.05
C 2.16 -0.88 -7.43 -0.11
C 1.18 -1.32 -6.55 -0.09
C 1.04 -0.79 -5.28 -0.01
C 1.94 0.20 -4.90 -0.21
N 2.06 0.87 -3.72 0.20
C 3.06 1.69 -3.87 -0.27
C 3.54 2.56 -2.84 -0.33
C 4.42 3.61 -2.97 -0.36
S 4.71 4.35 -1.44 1.00
C 3.63 3.17 -0.73 -0.45
N 3.13 2.35 -1.56 -0.01
H 4.42 2.13 -5.47 0.15
H 3.81 0.48 -7.78 0.10
H 2.23 -1.33 -8.41 0.09
H 0.50 -2.10 -6.87 0.10
H 0.28 -1.12 -4.59 0.06
H 4.88 4.00 -3.86 0.06
H 3.43 3.16 0.32 0.07
F 1.14 -8.58 -3.95 0.06
C 0.98 -7.29 -3.56 -0.15
C -0.18 -6.59 -3.90 -0.16
F -1.13 -7.21 -4.63 0.07
C -0.34 -5.28 -3.51 -0.27
F -1.46 -4.64 -3.88 0.05
C 0.62 -4.58 -2.74 -0.62
Se 0.38 -2.84 -2.20 0.65
C 1.77 -5.33 -2.42 -0.26
F 2.75 -4.74 -1.70 0.04
C 1.96 -6.64 -2.81 -0.16
F 3.09 -7.30 -2.48 0.07
C 0.39 -2.90 3.13 0.01
C 0.82 -2.48 1.74 -0.50
C 2.15 -2.99 1.27 0.00
O 0.13 -1.75 1.07 -0.20
H 0.81 -3.85 3.43 0.08
H -0.70 -2.92 3.18 0.06
H 0.74 -2.11 3.80 0.08
H 2.63 -3.65 1.99 0.08
H 2.80 -2.14 1.08 0.07
H 2.02 -3.50 0.32 0.05
Br 5.13 -2.19 6.67 0.66
C 5.13 -1.69 4.81 -0.67
C 6.24 -2.01 4.05 -0.15
C 6.24 -1.65 2.71 -0.08
C 5.17 -0.96 2.18 -0.03
C 4.07 -0.65 2.96 -0.12
C 4.04 -1.03 4.29 -0.07
C 2.86 0.09 2.35 -0.74
O 1.76 -0.12 2.89 -0.02
O 3.11 0.79 1.36 -0.31
H 7.07 -2.54 4.49 0.09
H 7.08 -1.92 2.09 0.10
H 5.16 -0.65 1.15 0.12
H 3.16 -0.80 4.88 0.11
C -3.63 -3.43 3.45 -0.08
O -3.00 -2.18 3.30 -0.09
C -3.78 -1.06 3.35 -0.20
C -5.07 -1.02 3.85 -0.03
C -5.79 0.16 3.89 -0.10
C -5.21 1.32 3.40 -0.08
C -3.93 1.30 2.89 -0.01
C -3.18 0.13 2.87 -0.17
N -1.91 0.10 2.33 0.14
C -1.02 1.10 2.31 -0.03
C -0.81 2.08 3.26 -0.13
C -1.38 2.03 4.56 -0.04
C -0.93 2.83 5.57 -0.11
C 0.10 3.76 5.32 -0.10
C 0.64 3.89 4.09 -0.01
C 0.22 3.08 2.96 -0.38
O 0.68 3.26 1.83 -0.03
H -4.44 -3.54 2.71 0.10
H -4.04 -3.57 4.46 0.09
H -2.87 -4.18 3.25 0.09
H -5.53 -1.92 4.24 0.10
H -6.79 0.18 4.29 0.09
H -5.78 2.24 3.38 0.10
H -3.49 2.19 2.47 0.12
H -1.67 -0.70 1.75 0.12
H -0.31 1.07 1.49 -0.01
H -2.15 1.30 4.76 0.11
H -1.35 2.74 6.56 0.09
H 0.45 4.38 6.14 0.09
H 1.43 4.61 3.90 0.10


Calculated M, 1588.1 992.8 870.7 1300.7 g/mol (same order as the records).